Below is 7 unconnected molecules or ions with the total composition C57H121F3N5O6S, with properties calculated with ωB97M-V/def2-TZVPD.

Charge   +3
ΔE to the lowest compared entry with this formula, charge and spin   23.9 kcal/mol
E_LUMO   -4.8 eV
Orbital gap   9.97 eV
2S+1   1

```
193
Properties=species:S:1:pos:R:3:forces:R:3
C 12.308175 18.319844 21.110478 0.9 0.8 0.4
C 13.371730 18.195058 22.191404 0.9 -1.0 0.2
C 14.696425 17.452136 21.767100 -2.0 1.0 -0.7
C 15.449217 18.327142 20.812021 -1.5 1.2 -2.5
N 16.545503 17.657596 20.063538 2.1 -0.4 1.1
C 16.173733 16.599348 19.064388 0.4 0.3 -0.2
C 17.434647 16.569488 18.108465 -1.9 -1.3 0.8
C 18.111486 17.877160 18.214825 1.0 0.9 0.6
C 17.349506 18.659085 19.213094 -1.3 0.7 2.0
C 17.478501 17.009271 21.084009 1.5 -1.4 0.1
C 18.151870 17.883124 22.214336 -1.3 -0.6 -0.9
C 18.867563 16.947961 23.230878 -1.0 0.7 -1.2
H 11.600674 19.101357 21.359576 -0.1 0.3 0.0
H 11.753208 17.432777 21.089386 -0.8 -1.4 -0.4
H 12.761328 18.520842 20.144901 -0.2 0.1 -0.3
H 13.006798 17.534441 23.003213 -0.1 1.0 -0.1
H 13.663910 19.186921 22.537912 -0.1 -0.1 0.4
H 14.377826 16.484659 21.360666 0.4 0.1 -0.2
H 15.250316 17.312811 22.645203 0.8 -0.5 1.3
H 15.914470 19.226437 21.241106 -0.3 -0.5 0.3
H 14.696729 18.746768 20.014943 1.6 -0.8 1.2
H 15.924953 15.629998 19.594909 0.2 1.2 -0.8
H 15.342466 17.086634 18.546497 -0.1 -0.7 -0.2
H 18.041321 15.720570 18.379030 0.4 -0.2 -0.1
H 17.097359 16.457497 17.119881 -0.6 -0.6 -1.3
H 19.103365 17.706172 18.582646 0.8 0.1 0.2
H 18.189915 18.479947 17.321467 -0.1 -0.3 -0.4
H 17.929395 19.259010 19.906098 0.3 0.0 0.1
H 16.568462 19.311237 18.859515 -0.2 0.2 -0.8
H 18.288374 16.474272 20.488532 -0.9 0.9 0.6
H 16.933666 16.154891 21.552716 0.1 0.9 -0.3
H 17.314610 18.402885 22.743848 0.9 -0.1 -0.3
H 18.830233 18.627413 21.739770 -0.4 -0.5 0.6
H 19.735830 16.471976 22.842346 0.9 0.0 -0.4
H 18.241425 16.139669 23.559867 -0.7 -0.3 0.1
H 19.080884 17.550264 24.072061 0.6 0.4 1.0
C 16.017031 22.399424 21.445883 1.0 -1.4 1.4
C 15.666392 22.826865 20.079075 -1.3 0.9 -1.7
C 14.127765 23.086743 20.007393 -0.4 -1.3 1.4
C 13.654924 23.174767 18.586451 1.3 0.8 -0.4
N 12.179371 23.259985 18.349580 0.2 2.1 0.0
C 11.532485 21.935941 18.507082 -0.9 0.3 0.2
C 11.521219 21.291236 17.128411 0.3 -0.7 -0.5
C 12.017229 22.332600 16.092198 1.6 -1.1 1.9
C 12.010736 23.618106 16.865593 1.3 -0.1 0.6
C 11.484229 24.347965 19.265427 0.2 -0.1 0.4
C 12.145364 25.717552 19.422877 0.2 0.5 -1.8
C 11.238271 26.736234 20.177375 -0.6 -1.5 -1.0
H 15.817961 21.320390 21.455263 -0.2 0.1 0.5
H 15.502665 22.840315 22.301879 -0.3 0.2 -0.4
H 17.073202 22.457497 21.707531 0.2 0.2 -0.3
H 15.942206 22.023195 19.343226 -0.3 0.8 0.5
H 16.103617 23.766954 19.744565 0.6 0.0 0.1
H 13.807250 23.980485 20.572472 0.6 -0.3 -0.1
H 13.681269 22.244371 20.598445 0.0 0.4 -0.7
H 14.040581 22.311268 18.012627 -0.2 0.3 0.1
H 14.126353 24.127360 18.191472 -0.7 -1.1 0.1
H 10.496271 22.141360 18.771075 0.0 0.1 0.2
H 11.955052 21.423587 19.368313 0.3 -0.2 -0.3
H 10.507766 20.992050 16.919702 -0.4 -0.2 -0.1
H 12.141677 20.402737 17.028321 0.1 0.0 0.4
H 11.389991 22.409594 15.263992 -1.0 0.1 -1.4
H 13.023383 21.992704 15.779605 -0.4 0.5 0.0
H 11.070875 24.072970 16.818632 -1.4 0.9 -0.3
H 12.814869 24.296851 16.564724 -0.4 0.1 0.2
H 11.498411 23.968932 20.272318 -0.3 -0.9 0.3
H 10.431071 24.500699 18.947552 0.7 -0.5 -0.1
H 12.215259 26.089694 18.389210 0.4 0.3 0.2
H 13.188537 25.640121 19.823396 -1.1 0.3 -0.2
H 11.090375 26.389589 21.164906 -0.4 -0.5 1.2
H 10.207265 26.847434 19.714262 1.4 0.0 0.3
H 11.755949 27.655984 20.296818 0.2 1.0 -0.3
C 12.444860 11.107899 14.161308 0.7 1.4 0.2
C 12.013633 11.010866 12.751398 0.1 -0.4 -2.9
C 12.989844 10.204036 11.829206 -0.2 -2.6 0.1
C 14.253929 10.944839 11.483296 -0.5 0.2 -1.1
N 15.518265 10.197617 11.095467 0.1 1.1 -2.6
C 15.369750 9.506031 9.742985 0.0 0.4 0.0
C 15.584179 10.626746 8.699237 -1.8 -1.0 0.2
C 16.418072 11.687551 9.374981 0.2 0.8 0.3
C 16.574819 11.282762 10.838462 -0.1 0.0 0.3
C 15.963053 9.190448 12.002827 1.8 -2.1 1.3
C 16.050004 9.686961 13.397014 -0.3 0.6 0.5
C 16.443079 8.738961 14.479396 0.7 -0.9 0.1
H 11.719757 11.733494 14.698311 0.2 -0.5 0.2
H 13.396891 11.643210 14.179285 0.1 0.0 0.5
H 12.575020 10.120711 14.581514 -0.2 -0.1 0.4
H 11.833944 11.959146 12.187352 0.1 -0.3 0.9
H 11.083893 10.474003 12.725204 -0.6 -0.2 -0.2
H 12.500658 9.768447 10.907441 0.2 0.9 0.8
H 13.259621 9.250985 12.368894 -0.2 0.8 -0.2
H 14.569692 11.535063 12.277729 0.4 1.0 1.8
H 14.041557 11.699103 10.710966 0.3 -0.7 -0.1
H 16.179685 8.764858 9.702064 -0.2 0.3 -0.1
H 14.416839 8.940502 9.746906 0.4 0.6 -0.2
H 15.868523 10.159554 7.770039 1.1 0.1 -0.2
H 14.643178 11.048874 8.384033 -0.7 0.2 0.3
H 17.377111 11.744218 8.912296 0.8 0.2 -0.2
H 15.986400 12.713541 9.345835 0.1 -0.9 -0.3
H 17.574237 10.912258 11.094149 -0.4 -0.3 -0.2
H 16.369723 12.111115 11.514790 0.0 -0.1 0.0
H 17.004003 8.817300 11.763010 -1.2 0.4 -0.6
H 15.248827 8.359697 11.893385 0.4 0.0 0.4
H 15.039163 9.949995 13.617358 -0.7 0.7 0.7
H 16.660972 10.578087 13.527811 0.0 0.3 -0.6
H 17.477218 8.315711 14.455150 -0.8 0.4 -0.3
H 15.713789 7.935190 14.506633 0.1 -0.3 0.3
H 16.362876 9.334406 15.371274 0.0 -0.2 0.7
C 17.129654 16.705452 8.342271 1.1 2.0 1.6
C 18.258364 17.808754 8.483200 -1.0 2.4 -0.7
C 19.166678 17.910335 9.747179 1.3 -0.5 -0.5
C 18.390587 18.038897 11.031317 -1.3 -0.2 -0.5
N 19.138192 18.230491 12.308779 1.0 1.0 0.4
C 18.144213 18.045322 13.481360 -0.7 -0.9 -0.8
C 18.320415 19.318435 14.328510 0.8 -0.9 -0.2
C 18.707443 20.431305 13.334107 0.2 -0.7 0.9
C 19.681329 19.724322 12.435278 -0.3 -1.1 -0.8
C 20.331436 17.254797 12.391864 0.0 1.7 0.5
C 21.002298 17.337114 13.742839 0.0 -1.5 1.9
C 22.384346 16.697608 13.994431 0.4 -1.1 -2.6
H 17.574210 15.726804 8.400246 -0.2 -0.5 0.1
H 16.627418 16.873532 7.419165 -0.2 -0.1 -0.9
H 16.361915 16.908965 9.112458 0.4 -0.6 -0.1
H 17.742213 18.887203 8.452728 0.7 -2.2 -0.1
H 18.884761 17.828480 7.547642 -0.4 -0.2 1.1
H 19.831318 18.800981 9.626972 -0.4 -0.7 -0.1
H 19.831931 17.011249 9.844056 -0.5 0.7 -0.3
H 17.823908 17.099300 11.133741 -0.1 0.4 0.3
H 17.679836 18.889393 10.947606 0.3 -0.5 0.2
H 18.242839 16.982946 13.858743 0.5 1.5 0.3
H 17.125700 17.928980 13.034537 0.7 0.7 0.1
H 19.150867 19.160113 15.019402 0.2 0.0 -0.1
H 17.504986 19.533494 14.975944 -1.0 0.3 0.1
H 19.250563 21.187801 13.879307 0.0 0.5 0.1
H 17.869532 20.896977 12.818866 -0.1 -0.2 -0.1
H 20.708728 19.661857 12.823916 -0.6 0.1 -0.1
H 19.716835 20.156222 11.439297 0.1 -0.2 -0.2
H 21.064282 17.604918 11.666332 -0.3 -0.3 -0.5
H 19.879510 16.317866 12.152373 0.2 -0.9 -0.1
H 20.405296 16.825381 14.507739 -0.5 0.3 -0.2
H 21.118723 18.346231 14.117787 -0.2 0.3 -0.3
H 23.151921 17.255384 13.427373 -0.1 -0.4 0.2
H 22.505515 15.583745 13.726063 -0.5 1.7 0.3
H 22.601555 16.798750 15.023240 0.3 0.1 1.1
C 13.467320 13.933478 9.657162 -0.1 1.6 0.2
C 13.555440 15.459195 9.960316 -2.6 -0.3 -0.5
C 12.734650 15.809174 11.252067 0.9 1.3 -0.7
C 13.334883 17.155905 11.724979 0.8 -1.4 -0.2
N 12.677398 18.019176 12.727696 0.2 0.0 -0.2
C 13.523796 19.317797 12.791979 -0.6 -0.4 0.2
C 12.592134 20.421754 12.329894 1.0 0.8 1.8
C 11.224416 19.978359 12.697219 0.2 -1.4 0.0
C 11.280233 18.511085 12.321648 -1.4 -1.3 1.4
C 12.736611 17.283406 14.068582 -1.4 2.0 0.3
C 11.995880 18.143585 15.141311 0.2 0.0 -1.7
C 12.204513 17.378133 16.396173 -1.9 0.1 0.6
H 14.216265 13.550285 10.346881 -0.3 -0.7 -0.1
H 13.681193 13.692884 8.601553 0.0 0.1 0.6
H 12.431055 13.642817 9.904852 0.6 -0.4 -0.1
H 13.165152 16.040370 9.118149 -0.1 0.0 0.1
H 14.530223 15.818133 10.104253 1.7 0.0 0.2
H 12.977446 15.011752 11.943389 -0.6 -0.1 0.5
H 11.675389 15.989096 11.046847 0.0 -0.8 0.0
H 13.481376 17.778258 10.864734 0.1 0.4 -0.6
H 14.317057 16.895691 12.152113 -0.1 0.3 -0.2
H 13.763164 19.422088 13.834891 0.4 0.4 0.2
H 14.446013 19.204217 12.225492 -0.2 -0.1 -0.1
H 12.780477 21.307698 12.916137 0.5 0.5 0.1
H 12.708600 20.712157 11.330557 0.1 0.0 -1.6
H 11.026200 20.104486 13.753299 0.0 0.1 0.2
H 10.492452 20.496619 12.148136 -1.1 0.5 -0.7
H 10.494598 17.897468 12.852015 1.0 0.5 -0.5
H 11.093101 18.370872 11.266285 0.5 -0.1 -0.4
H 13.797230 17.216143 14.390341 -0.6 -0.4 -0.5
H 12.193925 16.334557 13.974400 0.6 0.1 -0.2
H 10.928105 18.348829 14.863350 0.9 -0.6 0.4
H 12.492335 19.114219 15.142965 -0.1 0.1 0.4
H 12.119071 16.335682 16.190140 0.6 -1.0 -0.1
H 11.382660 17.509728 17.072697 -0.5 0.5 0.6
H 13.079050 17.656364 16.906384 1.4 0.0 0.5
O 15.785086 18.481174 16.466414 -0.2 0.6 0.5
C 15.198131 19.795974 16.586605 -0.5 -1.3 1.3
O 14.912869 20.157231 17.753913 0.5 -0.5 -0.7
O 14.974241 20.321856 15.511188 -0.3 1.0 -1.5
H 15.912730 18.318825 15.517779 -0.2 0.1 0.3
C 17.777067 13.748761 13.994303 -0.4 0.8 -0.7
F 18.253280 13.126797 12.913398 -0.3 -1.0 -0.2
F 17.479110 12.936807 14.977446 0.3 -1.1 0.5
F 18.791463 14.508768 14.385966 0.3 1.1 0.5
S 16.216743 14.643712 13.558323 -0.1 -1.2 -1.4
O 16.154523 15.700146 14.515163 -0.3 1.1 1.3
O 16.461599 15.116965 12.204594 0.0 0.1 -0.3
O 15.212565 13.588700 13.649466 0.5 0.6 0.0
```
Positions in Å, forces in eV/Å.

Atom charges from the Mulliken analysis, given in e for atoms 1 to 99: atom 1 (C): -0.8734, atom 2 (C): -0.7528, atom 3 (C): -0.6674, atom 4 (C): 0.5642, atom 5 (N): 0.8489, atom 6 (C): -0.2541, atom 7 (C): -0.1350, atom 8 (C): -0.0214, atom 9 (C): 0.4726, atom 10 (C): -1.1156, atom 11 (C): -0.0366, atom 12 (C): -1.5036, atom 13 (H): 0.3354, atom 14 (H): 0.4229, atom 15 (H): 0.0428, atom 16 (H): 0.4265, atom 17 (H): 0.3269, atom 18 (H): 0.3493, atom 19 (H): 0.3844, atom 20 (H): 0.2235, atom 21 (H): -1.0709, atom 22 (H): 0.5653, atom 23 (H): -0.2479, atom 24 (H): 0.6123, atom 25 (H): -0.4533, atom 26 (H): 0.5812, atom 27 (H): -0.5314, atom 28 (H): 0.8877, atom 29 (H): -1.1725, atom 30 (H): 0.6221, atom 31 (H): 0.5254, atom 32 (H): 0.1915, atom 33 (H): 0.2700, atom 34 (H): 0.3951, atom 35 (H): 0.3783, atom 36 (H): 0.4361, atom 37 (C): -1.0252, atom 38 (C): -0.1569, atom 39 (C): -0.4093, atom 40 (C): -0.6451, atom 41 (N): 0.6939, atom 42 (C): -1.0295, atom 43 (C): 0.5346, atom 44 (C): -0.2409, atom 45 (C): -1.0735, atom 46 (C): -0.9790, atom 47 (C): -0.1922, atom 48 (C): -1.4608, atom 49 (H): 0.0002, atom 50 (H): 0.3945, atom 51 (H): 0.3667, atom 52 (H): 0.0306, atom 53 (H): 0.4640, atom 54 (H): 0.3337, atom 55 (H): 0.1185, atom 56 (H): -0.0605, atom 57 (H): 0.3203, atom 58 (H): 0.3381, atom 59 (H): 0.4025, atom 60 (H): 0.7617, atom 61 (H): -0.8782, atom 62 (H): 0.8022, atom 63 (H): -0.1302, atom 64 (H): 0.4945, atom 65 (H): 0.4565, atom 66 (H): 0.4959, atom 67 (H): 0.5477, atom 68 (H): 0.3006, atom 69 (H): 0.2870, atom 70 (H): 0.4035, atom 71 (H): 0.3199, atom 72 (H): 0.4083, atom 73 (C): -0.8229, atom 74 (C): -0.4612, atom 75 (C): -0.8537, atom 76 (C): -0.6379, atom 77 (N): 0.6228, atom 78 (C): -0.6802, atom 79 (C): -0.9417, atom 80 (C): -0.4682, atom 81 (C): 0.1167, atom 82 (C): -0.7560, atom 83 (C): 0.6628, atom 84 (C): -1.7855, atom 85 (H): 0.3975, atom 86 (H): 0.0312, atom 87 (H): 0.3101, atom 88 (H): 0.1593, atom 89 (H): 0.4198, atom 90 (H): 0.3241, atom 91 (H): 0.2499, atom 92 (H): 0.5741, atom 93 (H): 0.1398, atom 94 (H): 0.5434, atom 95 (H): 0.4479, atom 96 (H): 0.4885, atom 97 (H): 0.2788, atom 98 (H): 0.5639, atom 99 (H): -0.0629